78
Properties=species:S:1:pos:R:3:forces:R:3:mulliken_charge:R:1 method="wB97M-V/def2-TZVPD" homo_energy_ev="-5.22 / -5.22" gap_ev="7.18 / 7.14" multiplicity=3 total_charge=-1
O 9.29625 3.22972 2.07208 -0.032 0.358 -0.175 -0.49
C 8.47258 2.38543 2.16174 -0.318 -0.597 0.038 0.55
F 7.39340 2.58401 3.01909 0.389 -0.083 -0.001 -0.25
N 8.41334 1.15833 1.54400 -0.044 0.298 0.634 -0.34
C 7.85709 1.12580 0.06567 0.280 -0.145 -0.481 -0.03
O 8.52282 0.47184 -0.67025 -0.081 -0.054 0.039 -0.45
In 5.86702 2.16677 -0.36765 -0.102 0.498 0.562 1.23
F 5.29665 1.64731 -2.21444 -0.008 -0.156 -0.130 -0.74
C 4.48627 1.31513 1.13878 0.053 -0.210 -0.079 -1.35
C 2.97715 1.30976 0.86853 -0.082 -0.236 0.124 -0.45
C 2.31072 2.67221 0.77848 0.040 -0.117 -0.009 0.96
F 3.15594 3.70452 0.69004 0.273 0.136 -0.042 -0.29
F 1.47970 2.77180 -0.27358 -0.118 -0.013 -0.257 -0.27
F 1.53964 2.92364 1.86644 -0.103 0.024 0.316 -0.33
H 7.83372 0.53699 2.10188 -0.210 0.088 -0.206 0.30
H 6.13406 3.88945 -0.24718 0.044 -0.071 -0.132 -0.35
H 4.70340 1.81925 2.09002 -0.049 -0.067 -0.131 0.38
H 4.78026 0.26325 1.26914 -0.046 0.173 0.041 0.45
H 2.43690 0.80019 1.68064 0.048 0.025 -0.198 0.18
H 2.73472 0.76883 -0.05400 0.120 0.194 0.103 0.28
C -3.10512 0.18782 -2.29743 -0.009 -0.061 -0.080 -1.94
C -1.95736 1.20743 -2.25408 -0.211 -0.327 0.222 2.40
C -2.43595 2.58774 -2.70706 0.006 0.132 -0.080 -1.44
C -2.74199 2.64980 -4.20327 0.047 -0.081 0.008 -0.46
C -1.54491 2.18512 -5.03461 -0.030 0.114 0.031 -1.26
C -0.99239 0.81387 -4.62076 -0.006 -0.246 -0.043 1.63
N -0.80730 0.80407 -3.12770 0.073 0.725 -0.188 0.42
O 0.29907 1.34623 -2.76813 -0.108 -0.344 0.085 -0.54
C -1.90714 -0.31988 -5.09739 -0.006 -0.015 0.095 -1.67
C 0.37755 0.59245 -5.25385 0.011 0.033 -0.087 -1.94
C -1.47407 1.24017 -0.80818 0.057 0.110 0.174 -1.95
H -3.74778 0.35625 -1.43191 0.045 0.000 0.029 0.54
H -3.74394 0.25952 -3.17333 0.039 0.037 -0.043 0.27
H -2.71588 -0.82908 -2.23595 -0.001 0.004 -0.005 0.32
H -1.65706 3.31699 -2.46549 0.039 -0.048 0.001 0.39
H -3.31950 2.85553 -2.12080 -0.006 0.019 -0.011 0.37
H -3.62618 2.05030 -4.43939 0.008 -0.028 0.015 0.31
H -2.99079 3.67692 -4.47860 -0.021 -0.004 -0.017 0.40
H -1.80999 2.13805 -6.09476 0.002 0.034 -0.008 0.36
H -0.74099 2.92044 -4.93856 0.025 -0.039 0.055 0.40
H -1.61193 -1.26486 -4.63888 -0.005 -0.002 -0.008 0.34
H -1.80435 -0.42017 -6.17877 0.034 0.007 0.007 0.48
H -2.95942 -0.15132 -4.89140 -0.018 0.015 0.002 0.28
H 1.06165 1.40633 -5.03511 0.007 -0.003 0.042 0.40
H 0.24970 0.51715 -6.33610 0.011 -0.002 0.012 0.44
H 0.82878 -0.33098 -4.88976 -0.017 -0.008 0.001 0.44
H -1.12154 0.25816 -0.49129 -0.009 -0.004 -0.011 0.43
H -2.31950 1.51049 -0.17088 -0.023 -0.041 -0.010 0.46
H -0.67693 1.95368 -0.62020 -0.003 -0.009 -0.217 0.13
C -3.71456 -3.28540 2.07123 -0.005 0.080 0.029 -1.88
C -2.29029 -2.83749 1.71864 -0.332 0.005 -0.028 1.94
C -1.26645 -3.90895 2.10416 0.104 -0.064 0.029 -1.29
C -1.08873 -4.05010 3.61446 -0.052 0.069 0.002 -0.51
C -0.73724 -2.70899 4.25831 0.087 -0.081 -0.038 -1.20
C -1.70733 -1.57452 3.90358 -0.221 0.161 0.073 1.75
N -1.90485 -1.56176 2.41090 0.631 -0.315 0.117 0.41
O -0.97978 -0.92132 1.79582 -0.287 0.098 -0.030 -0.44
C -3.03321 -1.72184 4.65782 -0.040 -0.007 -0.092 -1.72
C -1.10404 -0.22992 4.29778 0.049 -0.003 0.071 -1.87
C -2.26162 -2.58183 0.21799 0.113 -0.092 -0.139 -2.19
H -4.04037 -4.01468 1.32863 0.011 0.016 -0.018 0.47
H -3.79904 -3.76329 3.04202 0.013 -0.010 0.016 0.33
H -4.40325 -2.44007 2.04016 -0.001 -0.003 -0.006 0.36
H -0.30529 -3.64529 1.65282 -0.023 0.055 -0.007 0.38
H -1.57940 -4.85841 1.66090 0.018 -0.016 0.014 0.37
H -1.98993 -4.46982 4.07043 -0.024 0.021 -0.012 0.31
H -0.28759 -4.76353 3.81661 -0.013 -0.017 0.019 0.39
H -0.71098 -2.80268 5.34728 0.032 -0.013 0.003 0.37
H 0.26685 -2.41481 3.93962 -0.030 0.034 -0.052 0.35
H -3.77754 -1.03049 4.26010 -0.003 -0.002 0.008 0.37
H -2.86590 -1.47351 5.70641 0.020 0.024 -0.012 0.47
H -3.44591 -2.72540 4.63089 0.006 -0.022 0.001 0.29
H -0.11462 -0.08801 3.87425 -0.003 0.003 -0.037 0.28
H -1.02987 -0.19149 5.38644 0.002 0.008 -0.014 0.44
H -1.73521 0.59329 3.96166 -0.016 -0.010 0.004 0.45
H -2.97855 -1.80882 -0.06089 0.012 0.023 0.047 0.50
H -2.53520 -3.50500 -0.29756 -0.028 0.002 0.025 0.51
H -1.27647 -2.27836 -0.12621 -0.004 0.044 0.038 0.37



64
Properties=species:S:1:pos:R:3:forces:R:3:mulliken_charge:R:1 method="wB97M-V/def2-TZVPD" homo_energy_ev="-7.79 / -10.71" e_above_lowest_kcal_mol=0.0 gap_ev="4.79 / 6.22" multiplicity=6 total_charge=+1
Pt 0.14399 0.64734 -0.64429 -0.346 0.115 -0.205 2.61
C 2.17307 -1.69820 -3.94683 0.097 -0.260 0.000 -1.04
C 1.64968 -0.68161 -3.22133 -0.144 -0.171 0.478 -0.67
N 1.14971 -0.88803 -1.94437 0.238 0.076 -0.352 -0.08
C 1.17372 -2.12137 -1.40706 -0.005 0.058 0.042 1.53
C 1.76334 -3.21388 -2.09294 0.172 -0.637 0.237 0.46
C 2.24537 -2.99436 -3.37844 0.169 -0.259 -0.367 -0.80
C 1.83502 -4.47471 -1.41586 -0.012 0.292 -0.071 -0.78
C 1.40779 -4.62876 -0.06807 0.282 -0.210 -0.477 -1.01
C 0.78666 -3.61497 0.56857 -0.193 0.833 -0.058 -1.00
C 0.54457 -2.35153 -0.15205 -0.240 -0.108 0.412 -0.51
N -0.19667 -1.31654 0.29499 0.085 -0.278 0.066 -0.37
C -1.12786 -1.31079 1.30537 -0.090 -0.221 0.103 0.52
C -1.64664 -2.41521 1.97671 0.026 0.205 -0.142 -1.26
C -2.52389 -2.25913 3.06890 -0.014 -0.141 -0.022 -0.93
C -2.94243 -1.02837 3.48458 -0.033 0.142 -0.030 -0.99
C -2.55428 0.11821 2.74260 0.102 -0.320 -0.106 0.71
C -3.03904 1.40759 3.00771 -0.286 0.235 0.303 -0.70
C -2.70310 2.45714 2.19831 -0.086 0.247 -0.001 -1.14
C -1.86641 2.22161 1.10163 -0.039 0.051 -0.011 -0.23
N -1.38224 1.02672 0.84509 0.115 -0.095 0.316 0.03
C -1.67947 -0.02910 1.64450 -0.105 -0.053 0.090 0.43
H 2.55150 -1.49722 -4.94108 -0.009 -0.079 0.049 0.43
H 1.62318 0.32744 -3.60490 -0.053 -0.206 0.092 0.73
H 2.66673 -3.82741 -3.93461 -0.040 0.174 0.051 0.42
H 2.29575 -5.30854 -1.93614 -0.047 0.087 0.066 0.41
H 1.60998 -5.55039 0.46689 0.010 0.045 -0.148 0.42
H 0.56034 -3.69437 1.62458 -0.046 0.084 -0.161 0.75
H -1.40803 -3.40749 1.62726 -0.017 0.013 0.104 0.89
H -2.88538 -3.14485 3.58300 0.094 0.083 -0.097 0.40
H -3.61242 -0.91870 4.33125 0.084 0.014 -0.101 0.43
H -3.70237 1.55710 3.85872 0.129 -0.022 -0.165 0.46
H -3.08095 3.45600 2.38238 0.050 -0.098 -0.022 0.45
H -1.57767 3.01540 0.41705 -0.058 -0.038 0.096 0.63
O -1.60215 0.16087 -2.06794 -0.497 0.757 -0.671 -0.62
N -2.02871 1.07679 -2.96263 0.295 -0.620 0.620 0.28
C -2.97220 1.96879 -2.60824 0.093 -0.042 -0.002 -0.06
C -3.43447 2.89398 -3.51994 -0.143 0.006 0.193 -0.84
C -2.93646 2.89095 -4.81232 -0.052 0.165 -0.127 -0.17
C -1.97706 1.95380 -5.15197 0.159 -0.130 -0.103 -0.87
C -1.53138 1.05077 -4.20905 0.010 -0.033 0.000 -0.04
H -3.31758 1.87068 -1.59039 -0.012 0.029 -0.004 0.59
H -4.19637 3.59825 -3.20833 0.081 -0.063 -0.033 0.41
H -3.29490 3.60861 -5.54472 0.065 -0.135 0.128 0.40
H -1.56240 1.90655 -6.14996 -0.022 0.010 0.047 0.43
H -0.79167 0.28050 -4.37938 -0.030 0.054 -0.013 0.60
F 0.65899 3.17128 -1.08812 0.098 0.124 -0.214 -0.24
C 1.30351 2.10065 -1.71046 -0.235 -0.360 0.242 -0.18
F 1.06847 2.19445 -3.03450 -0.168 0.499 -0.201 -0.21
H 2.36187 2.17140 -1.52426 0.432 0.128 0.069 0.42
F 2.40325 0.39863 5.91228 0.045 -0.013 0.336 -0.24
C 3.29804 0.97068 5.10122 -0.055 0.137 -0.658 0.85
F 3.52361 2.22186 5.51597 0.029 -0.111 0.257 -0.26
F 4.44149 0.28382 5.17296 0.026 -0.006 0.237 -0.25
C 2.76315 0.96653 3.68790 0.204 0.052 0.406 0.30
C 2.89436 -0.16415 2.91647 0.045 -0.488 -0.277 -0.99
C 2.34180 -0.15767 1.64818 0.131 -0.154 -0.054 -0.11
N 1.69965 0.90031 1.15761 -0.051 0.034 -0.002 -0.13
C 1.59802 1.99651 1.90515 0.033 0.113 0.133 -0.30
C 2.11902 2.07322 3.18665 -0.270 0.481 -0.189 -0.95
H 3.40961 -1.04449 3.28546 -0.049 0.116 -0.056 0.51
H 2.41018 -1.02470 0.99952 0.013 0.068 0.064 0.43
H 1.08087 2.83919 1.46033 0.012 -0.022 0.016 0.53
H 2.01789 2.98289 3.77038 0.021 -0.152 -0.109 0.49



18
Properties=species:S:1:pos:R:3:forces:R:3:mulliken_charge:R:1 method="wB97M-V/def2-TZVPD" homo_energy_ev=-8.53 e_above_lowest_kcal_mol=248.8 gap_ev=8.57
C 1.77460 2.39694 -0.97906 -0.757 -3.963 3.592 -0.77
C -0.00053 0.74465 -1.75622 5.292 1.475 1.655 0.09
C 0.15423 -0.85952 1.59905 0.260 4.363 -1.423 -0.13
C -1.58010 -1.15969 1.58878 2.744 -1.226 1.449 -0.49
H 1.12582 2.81012 -0.17185 -0.356 -0.374 -0.976 0.26
H 2.31247 3.16919 -1.34515 1.171 2.377 -2.261 0.42
H 2.62207 1.96703 -0.20534 -2.032 -0.223 -2.287 0.22
H -0.55389 0.06624 -2.51281 1.026 1.662 1.123 0.28
H -0.66038 -0.67556 -0.47151 -0.727 3.216 -0.517 0.39
H 1.16067 -1.14688 2.32592 -3.656 0.543 -1.868 0.28
H -2.21199 -1.30476 2.67073 2.133 0.856 -3.077 0.28
H -2.06930 -0.23965 0.75976 1.431 -3.441 2.759 0.36
H -0.93930 -3.81439 1.59542 -2.095 5.020 -1.991 0.28
H -2.36799 -2.60982 0.57575 2.561 -2.034 0.575 0.24
N 1.09221 1.49937 -2.05777 -3.516 -1.165 1.959 -0.43
N -0.41219 0.41556 -0.32986 -1.121 -4.718 -2.103 -0.29
N 0.55705 0.01897 0.63953 0.764 -2.067 2.848 -0.36
N -1.30955 -2.64187 0.90006 -3.122 -0.300 0.542 -0.63



4
Properties=species:S:1:pos:R:3:forces:R:3:mulliken_charge:R:1 method="wB97M-V/def2-TZVPD" homo_energy_ev=-4.20 e_above_lowest_kcal_mol=22.5 gap_ev=7.66 total_charge=-1
O 0.77814 -0.09741 1.32250 0.667 -0.418 -0.164 -0.43
O -1.11406 0.98637 0.41132 -0.712 0.325 -0.605 -0.42
F 0.19876 -1.35336 -2.15658 -0.045 0.455 0.674 -0.90
S 0.18804 0.45596 0.13225 0.090 -0.362 0.095 0.75



17
Properties=species:S:1:pos:R:3:forces:R:3:mulliken_charge:R:1 method="wB97M-V/def2-TZVPD" homo_energy_ev=-9.54 e_above_lowest_kcal_mol=13.2 gap_ev=10.52 smiles="C=CCCC(C)=O"
O 0.93870 -1.37246 1.45919 -0.131 0.193 -0.420 -0.57
C 0.81638 -1.05976 0.29205 -0.177 -0.088 0.222 0.53
C 1.33394 0.29248 -0.16913 -0.043 0.002 -0.083 -0.51
C 0.41500 1.33320 0.49453 -0.050 0.114 0.060 -0.59
C -0.92072 1.35938 -0.18961 -0.183 0.023 0.036 -0.10
C 0.22496 -2.10219 -0.65284 0.375 -0.191 0.211 -1.05
C -2.08891 1.08483 0.38113 0.097 0.043 -0.054 -0.73
H 1.15302 -2.68073 -0.71629 -0.341 -0.757 -0.306 0.32
H 2.36840 0.44343 0.16730 -0.265 -0.244 0.029 0.34
H 1.31540 0.37786 -1.26088 -0.049 0.035 0.122 0.33
H 0.87975 2.32486 0.46080 -0.045 -0.096 -0.101 0.31
H 0.30449 1.05776 1.55029 0.008 0.133 -0.180 0.31
H -0.88888 1.59547 -1.25491 -0.072 0.020 0.127 0.28
H -0.11737 -1.93531 -1.68109 0.261 0.798 0.375 0.33
H -0.55641 -2.66361 -0.12933 0.437 0.000 0.028 0.30
H -3.01452 1.11866 -0.18676 0.127 -0.030 0.075 0.27
H -2.16322 0.82614 1.43554 0.050 0.044 -0.139 0.25



11
Properties=species:S:1:pos:R:3:forces:R:3:mulliken_charge:R:1 method="wB97M-V/def2-TZVPD" homo_energy_ev="-9.03 / -8.26" e_above_lowest_kcal_mol=77.0 gap_ev="8.75 / 7.53"
C 1.20456 -1.19902 0.01793 -1.105 2.413 -2.448 -0.75
C -2.32908 0.60315 -0.21835 -0.743 -0.114 0.498 -0.32
C 0.39745 -1.58455 -1.26390 0.177 0.405 2.151 0.21
F 0.02006 -0.49857 -1.97297 0.437 -0.277 -0.142 -0.20
Cl -3.65154 -0.49477 -0.05849 0.548 0.900 0.086 -0.11
Br -2.07675 2.01279 1.00053 -0.142 -0.669 -0.504 -0.06
Br -1.09649 -2.60704 -0.77319 -0.287 -0.794 -0.470 -0.09
H 1.64986 -2.03070 0.49632 0.817 -0.832 0.036 0.34
H 1.93974 -0.41044 -0.46908 -1.199 -1.366 1.957 0.24
H 0.40656 -0.83444 0.77286 1.513 0.193 -1.224 0.25
H -1.58799 0.39080 -0.96696 -0.015 0.142 0.060 0.49



18
Properties=species:S:1:pos:R:3:forces:R:3:mulliken_charge:R:1 method="wB97M-V/def2-TZVPD" homo_energy_ev=-9.15 e_above_lowest_kcal_mol=51.8 gap_ev=9.88
C -0.45267 -0.06841 -0.04429 0.823 -1.612 -0.128 1.17
C 0.43443 1.04298 -0.48597 1.918 0.062 0.337 -0.41
C 1.35813 -1.17632 -0.23348 -1.475 0.239 0.388 -0.83
C -1.34529 -0.72300 -1.05850 -0.246 0.064 -0.035 -1.49
C -0.99520 0.03022 1.34846 0.284 0.066 0.099 -1.47
C 1.69901 0.18137 0.03275 -0.223 2.525 0.267 0.74
O 0.35111 2.26417 0.21016 0.264 -0.453 -0.189 -0.56
O 2.47188 0.69730 0.83768 -0.813 -0.847 -0.659 -0.64
H 1.21056 2.34238 0.67522 -0.282 -0.074 -0.078 0.36
H 0.47130 1.19725 -1.56570 -0.252 -0.031 -0.028 0.33
H 1.20640 -1.48549 -1.26106 -0.090 0.210 -0.004 0.28
H 1.80547 -1.93712 0.39960 -0.111 -0.042 0.064 0.32
H -1.73833 0.83675 1.38506 0.104 -0.057 -0.117 0.33
H -0.88736 -0.76840 -2.04757 -0.001 -0.011 0.086 0.39
H -2.26316 -0.12647 -1.14869 0.057 -0.002 0.005 0.39
H -1.64011 -1.72760 -0.74881 0.060 0.078 -0.027 0.36
H -0.20003 0.31308 2.04511 -0.179 -0.134 0.020 0.33
H -1.48615 -0.89270 1.66003 0.161 0.021 0.000 0.41



7
Properties=species:S:1:pos:R:3:forces:R:3:mulliken_charge:R:1 method="wB97M-V/def2-TZVPD" homo_energy_ev=-9.69 e_above_lowest_kcal_mol=27.7 gap_ev=10.41 smiles="O=CNS"
C 0.67284 0.23713 1.13150 -1.545 -4.149 1.426 0.11
H -1.89556 0.03269 -0.44308 0.865 -0.334 -0.726 0.14
H 0.31238 -1.69564 0.53910 -0.426 -0.980 0.052 0.25
H 0.66097 -0.13691 2.20573 0.429 -0.274 -0.871 0.25
N 0.15860 -0.76779 0.23539 0.868 2.703 0.719 -0.25
O 0.93010 1.34751 0.92010 0.547 3.048 -1.327 -0.38
S -0.72911 -0.31428 -1.13120 -0.737 -0.014 0.726 -0.11